C25H21Br2N3OOsS3 | the ωB97M-V functional and the def2-TZVPD basis

Summary:
M ... 825.7 g/mol
ΔE to the lowest compared entry with this formula, charge and spin ... 0.000 eV
HOMO ... -6.98 eV
Kohn-Sham gap ... 5.907 eV
F_max ... 2.9 eV/A
Total charge ... 0

Element x y z (Å)
Os (0.3554, -0.1486, 0.4237)
Br (1.7289, 5.8956, 3.9800)
Br (-2.2315, 4.4597, 0.2030)
S (2.9515, -3.1107, -2.1418)
S (1.5812, 0.5249, -1.6097)
S (2.1039, -2.3347, 0.7756)
O (-0.7577, 1.8769, 0.2961)
N (-1.0356, -1.0530, -0.7501)
N (1.4443, 1.0966, 1.6921)
N (-0.8881, -0.8322, 1.8819)
C (1.5671, 3.3104, 2.7238)
C (-1.0351, -1.8301, -4.8755)
C (0.9432, 2.3632, 1.8711)
C (-1.4344, -2.5845, -2.6112)
C (0.9711, 4.5881, 2.8274)
C (3.2420, 1.6442, 3.1823)
C (-1.0200, -1.3299, -2.1255)
C (-0.5442, -0.3656, -3.0324)
C (-0.7278, 4.0218, 1.2578)
C (-0.1521, 4.9446, 2.1001)
C (-2.1102, -1.1650, 1.3223)
C (-0.2177, 2.7079, 1.1164)
C (2.7406, 2.9292, 3.3925)
C (-1.7735, -3.7329, -1.6977)
C (-0.5661, -0.6241, -4.3941)
C (2.5334, -2.7240, -0.6888)
C (-1.0268, -0.8880, 3.2064)
C (-0.5409, -4.1990, -0.9238)
C (2.2158, 2.2077, -1.3319)
C (0.0281, 0.9207, -2.5332)
C (-1.4286, -2.8070, -3.9793)
C (-2.3324, -1.2675, 3.5442)
C (2.5838, 0.7743, 2.3498)
C (-3.0256, -1.4369, 2.3581)
C (-2.1628, -1.2306, -0.0729)
H (-2.5554, -3.4683, -0.9869)
H (-0.5627, 5.9384, 2.1852)
H (0.2848, -4.3927, -1.6045)
H (3.0868, 2.1110, -0.6909)
H (3.2443, 3.6205, 4.0474)
H (-1.0628, -2.0262, -5.9360)
H (2.5091, 2.6217, -2.2912)
H (-0.7579, -5.1095, -0.3708)
H (-0.6395, 1.4347, -1.8371)
H (0.3045, 1.5830, -3.3532)
H (-0.2245, 0.1394, -5.0770)
H (4.1482, 1.3319, 3.6752)
H (-0.2078, -0.6651, 3.8649)
H (-2.1509, -4.5583, -2.3017)
H (2.9602, -0.2266, 2.1885)
H (1.4578, 2.8262, -0.8569)
H (-4.0470, -1.7319, 2.2252)
H (-1.7285, -3.7754, -4.3498)
H (-0.2293, -3.4329, -0.2163)
H (-2.7099, -1.4024, 4.5380)
H (-3.0984, -1.4191, -0.5886)

***

C25H21Br4HfN3O7PSe4 | the ωB97M-V functional and the def2-TZVPD basis

Summary:
M ... 1320.4 g/mol
ΔE to the lowest compared entry with this formula, charge and spin ... 1.155 eV
HOMO ... -4.78 eV
Kohn-Sham gap ... 6.369 eV
F_max ... 2.8 eV/A
Total charge ... -1

Element x y z (Å)
Hf (1.6776, 0.4709, 0.9737)
Br (8.1378, 1.8640, -1.2059)
Br (5.2320, 3.4710, -1.1626)
Br (8.2941, -1.2211, -0.0264)
Br (5.5566, -2.5510, 1.3671)
Se (0.2220, -1.0787, 3.4354)
Se (2.2895, -0.3408, 4.2137)
Se (2.4099, 1.7607, 3.1878)
Se (0.5790, -2.0481, 1.3428)
P (0.4412, 3.0981, 0.8741)
O (1.6314, 0.0745, -0.9717)
O (1.3093, 4.3467, 1.3955)
O (-3.4789, -4.9564, 1.2800)
O (3.0816, 1.8044, 0.2470)
O (-0.1885, 3.7944, -0.4537)
O (3.2626, -0.6364, 1.2852)
O (-0.8521, 3.2907, 1.8391)
N (-3.8509, -1.9097, -3.3649)
N (-0.7114, 0.4873, 0.3480)
N (-3.0598, -1.0198, -3.7422)
C (-3.4753, -4.2664, 0.1151)
C (-0.8300, 3.1430, 3.2620)
C (4.2564, 1.1979, 0.1849)
C (6.6861, -0.2346, 0.0680)
C (-4.7147, -3.8233, -0.3425)
C (6.6104, 1.0536, -0.4467)
C (-4.7986, -3.0771, -1.4994)
C (-0.7487, 0.1218, -0.9700)
C (-2.2191, -5.3573, 1.7994)
C (-2.4227, -3.2216, -1.7793)
C (-1.8412, 0.5948, 1.0021)
C (-3.0942, 0.4168, 0.3988)
C (5.5476, -0.8078, 0.6468)
C (-1.9635, -0.1388, -1.6451)
C (-0.7192, -0.5938, -3.6548)
C (-1.9288, -0.5793, -2.9974)
C (4.3515, -0.1109, 0.7295)
C (-3.6503, -2.7217, -2.2073)
C (-3.1566, 0.0763, -0.9212)
C (0.5078, -0.0489, -1.6369)
C (-2.3320, -3.9893, -0.6289)
C (5.3949, 1.7508, -0.3916)
C (2.3889, 4.8733, 0.6111)
C (0.4828, -0.3587, -2.9855)
C (-1.4287, 3.4373, -1.0608)
H (-3.9922, 0.5564, 0.9861)
H (-1.7258, -6.0700, 1.1336)
H (-1.8089, 3.4647, 3.6221)
H (-0.0538, 3.7630, 3.7067)
H (-1.5195, -3.0039, -2.3334)
H (-5.6009, -4.0705, 0.2305)
H (3.0671, 5.3762, 1.2956)
H (1.9965, 5.5876, -0.1146)
H (-2.1743, 3.1734, -0.3111)
H (-1.7702, 0.8363, 2.0531)
H (-0.6571, 2.1090, 3.5599)
H (-0.7102, -0.8859, -4.6984)
H (-1.5623, -4.5011, 1.9580)
H (-5.7569, -2.7238, -1.8642)
H (1.4343, -0.4599, -3.4927)
H (-1.7756, 4.3106, -1.6111)
H (2.9232, 4.0819, 0.0951)
H (-4.1133, -0.0219, -1.4165)
H (-2.4258, -5.8393, 2.7500)
H (-1.3593, -4.3297, -0.3008)
H (-1.3010, 2.6107, -1.7599)

***

| no. | lowest unoccupied orbital energy (eV) |
| --- | --- |
| 1 | -1.069 |
| 2 | 1.585 |